104
Properties=species:S:1:pos:R:3:forces:R:3 method="wB97M-V/def2-TZVPD" charge=-1 homo_lumo_gap_ev=10.6 e_homo_ev=-8.7
O -1.404989 -0.799932 4.028505 -1.48 1.28 0.41
O 1.218120 -2.011277 3.083197 -0.36 -0.82 0.23
O 1.783243 2.945694 1.405593 -2.40 0.35 -0.65
O 1.882914 0.918583 -6.211375 0.19 2.17 0.91
O -3.959386 0.572085 -1.536148 -0.10 0.39 1.03
O -0.373786 -0.727144 -3.520405 -1.70 -1.67 0.42
O -0.634760 0.627806 0.181389 0.70 1.72 0.02
O -3.396620 -1.894032 -4.114697 -0.05 1.24 -1.19
O -0.275562 4.687141 0.713439 -1.36 1.29 0.20
O 3.720279 3.297983 3.283468 0.44 -1.49 1.05
O -2.761757 3.783391 1.829776 -0.57 -0.79 -0.77
O -4.228663 -0.964581 2.609701 1.30 -0.57 0.67
O -1.708762 4.245435 -2.734743 0.38 -0.21 0.23
O 4.142488 0.266724 -0.205478 1.22 -0.94 0.80
O 3.348649 -0.037420 -3.895882 0.57 0.23 0.81
O -5.589325 -0.412992 -3.830462 1.11 0.23 -0.90
O -2.454615 -3.722189 0.903725 -0.04 0.59 -0.29
O 2.908007 5.459561 0.604506 -0.19 -0.32 0.24
O 2.235128 -2.389663 0.524390 -0.42 0.41 -0.73
O 1.825199 1.541054 -1.181306 -0.47 1.18 -0.27
O -1.595335 -1.026606 -0.985731 0.19 0.40 0.46
O 5.693737 0.877146 2.126613 -0.17 -0.19 0.17
O -1.863721 -3.583620 -2.344400 1.29 1.30 -0.64
O 1.710220 4.283591 -1.737733 -0.36 0.15 -0.12
O -0.811354 -1.445726 1.052057 -0.30 0.65 -1.24
O -0.702174 1.703087 2.607739 0.67 0.84 1.39
O 0.075254 -4.463847 3.806660 1.14 0.27 0.25
O 0.799520 -4.969346 -1.832392 -0.48 1.39 -0.69
O -5.996652 -1.102763 0.112736 -1.57 -0.82 0.58
O 1.428819 -2.288629 -2.402611 -0.99 0.74 -0.54
O -2.733269 -3.962691 3.646556 -0.16 -0.14 0.51
O 0.841197 -5.339983 1.270733 -0.23 -0.50 -0.40
O 4.611410 -1.362442 3.373563 0.19 -0.45 -0.82
O -2.412936 2.566542 -0.677862 -1.22 0.64 -0.19
O -0.284689 2.261437 -4.458642 -0.53 0.71 -0.32
O 4.011152 0.873251 5.024827 0.41 0.18 -0.10
C -1.026288 -0.511992 0.023394 -0.47 -3.17 -0.27
H 2.316373 4.620671 -1.047504 -0.50 0.13 -0.03
H 4.103696 -1.973612 2.792362 0.74 0.71 0.32
H -3.385800 -0.586573 2.943015 -0.46 -0.53 -0.21
H 3.094009 1.100927 5.107742 -0.78 0.12 0.26
H 2.181519 -2.178822 -2.988409 0.45 0.11 0.08
H 4.595789 3.586006 3.034373 0.28 0.49 -0.44
H -1.171304 2.028772 -4.784699 0.39 0.00 0.20
H -3.314993 -3.260491 3.983914 0.39 -0.28 -0.52
H 1.817626 2.459682 -1.628528 -0.60 -1.43 0.93
H 1.664040 1.791947 -5.730701 0.23 -2.12 -1.00
H -2.605836 -1.398742 -4.353170 -0.06 0.42 -0.38
H 1.131276 -4.443533 1.360954 0.47 1.23 0.43
H -3.018914 3.347887 0.962077 0.62 0.76 1.02
H -1.736936 2.062299 -0.232564 0.50 -0.66 0.07
H 1.708274 -1.935135 1.233321 0.39 -0.54 -1.26
H -3.156737 0.046525 -1.592350 0.34 -0.58 -0.10
H -0.862352 -4.317678 3.841866 -1.42 0.53 0.33
H -1.661015 -2.837155 -1.724253 -0.46 -0.61 -0.13
H -4.506137 0.400081 -2.297813 -0.38 -0.26 -0.96
H 1.862210 2.454416 0.584756 0.44 -0.42 -0.40
H -1.776388 -4.346623 0.638848 0.34 -0.12 0.01
H -2.833157 -4.024907 2.678868 -0.11 0.51 0.04
H -2.520919 -4.135255 -1.968083 -1.01 -0.55 0.99
H 1.024796 -4.057848 -2.197221 0.35 -0.99 0.73
H -1.049726 -0.725761 -2.783235 1.00 0.35 -0.39
H 0.967048 -5.401364 0.314901 -0.17 -0.52 -0.51
H -0.016189 0.134118 -3.605143 0.48 1.80 0.10
H -4.721412 -0.231465 2.285927 -0.70 0.95 -0.42
H 0.156031 -5.071429 3.076136 0.33 -0.61 -0.57
H 2.671727 6.382915 0.619907 0.01 0.57 -0.13
H 6.422615 1.409250 1.815748 0.27 0.10 -0.19
H -5.214406 -0.685576 -0.177489 1.61 0.95 -0.73
H 0.950902 -2.955154 3.265616 -0.48 0.36 -0.17
H 5.371866 -0.992095 2.848712 -1.17 -0.26 0.51
H -6.157623 -0.784445 -3.174875 -0.55 -0.65 0.62
H -3.133148 1.939813 -0.946249 0.62 0.26 -0.05
H -1.280827 0.173689 4.091575 0.30 -0.96 -0.34
H 3.980136 2.470253 3.790121 -0.59 0.77 -0.52
H -1.107547 4.752063 1.256365 0.77 -0.31 -0.79
H -2.381696 3.042269 2.332187 0.11 0.27 -0.07
H -1.795176 3.765514 -1.880760 -0.01 -0.27 -0.32
H 2.185391 5.053129 1.116888 0.20 -0.29 -0.20
H 5.130666 0.715702 1.344863 -0.09 0.05 -0.22
H -0.559639 -1.205572 3.912719 1.10 -0.29 -0.12
H -2.989440 -2.551250 -3.590954 0.55 -1.86 1.42
H 1.906090 -1.910846 3.737047 0.50 0.51 0.29
H 0.910890 1.272950 -0.903720 0.85 0.49 -0.49
H -0.314182 -1.060328 1.783102 -0.11 0.27 0.18
H 2.949210 -0.082331 -4.771127 0.12 0.83 -0.16
H 3.746504 -0.623510 -0.122913 -0.19 0.73 -0.20
H 3.697267 0.864678 -3.703076 -0.69 -1.15 -0.61
H -0.630638 1.455871 1.694187 -0.32 -0.86 -1.25
H 0.819202 4.654917 -1.547977 0.80 -0.35 0.10
H 0.739933 -1.658977 -2.838483 0.95 -1.00 0.78
H -0.406805 3.216822 -4.249378 0.13 -0.81 0.28
H -5.697253 -1.748690 0.759667 0.06 -0.06 0.05
H 1.063025 0.434869 -6.193348 -0.59 -0.16 0.04
H -2.375953 4.919601 -2.648793 -0.28 0.47 -0.13
H 0.141541 3.900224 1.030432 0.64 -0.83 0.43
H -4.898727 -1.092476 -4.075221 -0.79 0.65 0.61
H 4.017414 0.063554 4.491006 0.31 -0.16 -0.25
H -0.150775 -4.901218 -2.035724 0.14 -0.43 0.22
H 1.865045 -2.277989 -0.409332 0.22 0.06 1.71
H -2.017668 -2.835912 0.845385 -0.26 -0.76 0.24
H 2.550164 2.890540 1.932979 1.98 -0.18 1.11
H 0.183557 2.102289 2.698284 -0.33 0.10 0.30
H 3.502754 0.884860 -0.545460 -1.08 0.01 -0.38